1.
C15H11N11O2Pd | ωB97M-V/def2-TZVPD

Computed properties:
Charge: +2
Highest occupied orbital energy (alpha / beta), eV: -15.4 / -15.4
Frontier orbital gap (alpha / beta), eV: 4.81 / 4.80
Lowest unoccupied orbital energy (alpha / beta), eV: -10.583 / -10.593

Each line ends with the Löwdin charge.
Cartesian coordinates (Å):
Pd: -0.073 0.274 0.414  1.01
O: 1.923 -0.367 7.339  0.16
O: 1.768 1.819 7.633  0.17
N: -2.690 -1.403 -0.004  0.04
N: 0.300 1.880 1.472  -0.03
N: 3.324 -2.896 -0.050  0.11
N: -0.397 1.663 -0.954  -0.03
N: -1.406 -1.516 0.025  -0.05
N: 0.027 -3.477 -0.095  0.29
N: 2.388 -3.712 -0.096  0.13
N: 2.765 -1.537 0.087  0.10
N: 1.521 -1.619 0.123  0.01
N: -2.320 -3.535 -0.191  0.12
N: -3.247 -2.650 -0.134  0.05
C: 0.824 0.080 4.629  0.01
C: -0.765 3.759 -2.693  0.02
C: 1.211 2.662 3.629  0.03
C: -0.699 1.415 -2.223  -0.05
C: 0.151 3.010 0.884  0.02
C: 1.221 -2.970 -0.006  -0.32
C: 0.481 0.378 3.319  -0.03
C: -0.891 2.455 -3.126  0.02
C: -0.430 4.011 -1.362  0.05
C: 1.704 0.880 6.903  -0.47
C: 0.676 1.661 2.824  -0.24
C: -1.164 -2.850 -0.091  -0.39
C: -0.245 2.943 -0.514  -0.21
C: 1.352 1.074 5.442  -0.08
C: 1.532 2.361 4.936  0.04
H: 0.020 -0.406 2.711  0.09
H: -0.916 4.581 -3.379  0.14
H: 1.390 3.661 3.255  0.12
H: 1.971 -1.016 6.628  0.11
H: -0.024 -4.499 -0.203  0.22
H: -0.304 5.021 -0.995  0.14
H: -1.146 2.221 -4.150  0.14
H: 0.286 3.950 1.407  0.16
H: 1.930 3.119 5.598  0.14
H: 0.631 -0.914 5.010  0.13
H: -0.804 0.378 -2.514  0.13

Cartesian forces (eV/Å) of the 6 atoms listed first:
Pd -0.82 -0.22 0.54
O -0.02 0.00 0.00
O 0.00 -0.01 0.00
N -0.16 -0.02 -0.07
N 0.57 0.06 -0.22
N 0.07 -0.36 -0.09

---

2.
C15H11N7O5Pd | ωB97M-V/def2-TZVPD

Computed properties:
Charge: +2
Highest occupied orbital energy, eV: -15.7
Frontier orbital gap, eV: 4.94
Lowest unoccupied orbital energy, eV: -10.787

Each line ends with the Löwdin charge.
Cartesian coordinates (Å):
Pd: -0.056 0.037 0.013  1.34
O: -5.376 3.489 -0.008  0.18
O: 0.004 4.104 0.046  0.24
O: -1.670 -1.045 -0.025  -0.17
O: 0.336 1.926 0.131  -0.18
O: -3.836 -1.547 -0.012  0.26
N: 2.187 0.187 -0.094  0.12
N: 2.806 2.521 -0.292  0.23
N: 4.427 1.021 -0.116  0.20
N: 4.054 -1.298 -0.023  0.20
N: 0.587 -1.979 0.008  0.03
N: -1.980 1.313 -0.001  0.16
N: 6.175 -0.435 0.031  0.23
C: -2.970 3.435 0.022  0.15
C: 2.788 -1.039 -0.048  -0.28
C: 1.911 -2.205 -0.035  -0.18
C: -4.327 1.421 -0.010  0.16
C: -2.977 -0.733 -0.016  -0.47
C: 1.589 -4.570 -0.068  0.02
C: -0.460 3.014 0.062  -0.47
C: 0.231 -4.338 -0.014  0.02
C: 3.123 1.247 -0.157  -0.36
C: -1.866 2.622 0.022  -0.14
C: -0.238 -3.038 0.024  -0.05
C: 2.438 -3.479 -0.073  0.04
C: -3.151 0.717 -0.012  -0.14
C: -4.242 2.825 0.001  -0.23
C: 4.874 -0.216 -0.035  -0.40
H: 1.984 -5.576 -0.102  0.14
H: 6.531 -1.371 0.123  0.13
H: -5.269 4.451 0.005  0.16
H: 6.815 0.341 -0.003  0.14
H: 3.569 3.179 -0.279  0.15
H: -0.485 -5.148 0.002  0.14
H: -1.295 -2.854 0.069  0.11
H: -2.830 4.510 0.041  0.16
H: -5.281 0.908 -0.015  0.17
H: 1.864 2.840 -0.264  0.06
H: 3.512 -3.580 -0.102  0.13

Cartesian forces (eV/Å) of the 6 atoms listed first:
Pd -0.97 1.32 -0.16
O 0.02 -0.03 0.02
O 0.18 -0.04 0.02
O 0.19 -0.70 0.00
O 0.53 0.18 0.24
O 0.45 -0.30 -0.01

---

3.
C15H12BCl2N3O4 | ωB97M-V/def2-TZVPD

Computed properties:
Highest occupied orbital energy, eV: -9.0
Frontier orbital gap, eV: 8.81
Lowest unoccupied orbital energy, eV: -0.182
Structure (SMILES): Cc1nc2c([N+](=O)[O-])c(Cl)c(Cl)cc2n1Cc1ccc(B(O)O)cc1

Each line ends with the Löwdin charge.
Cartesian coordinates (Å):
Cl: -2.926 2.768 -3.911  0.68
Cl: -0.519 2.482 -5.918  0.73
O: -0.185 1.917 5.724  0.17
O: 2.425 1.601 -5.278  0.07
O: 1.849 -0.465 -5.638  0.08
O: 1.669 0.426 5.685  0.19
N: 1.437 -0.869 -2.461  0.18
N: -0.344 -0.891 -1.112  0.02
N: 1.698 0.635 -5.076  -0.34
C: 0.426 0.983 2.532  -0.02
C: 0.574 0.795 -4.135  -0.10
C: -0.052 0.419 1.359  -0.01
C: -1.644 1.662 -3.560  -0.68
C: -1.228 -1.257 0.028  -0.08
C: -1.709 0.891 -2.437  -0.03
C: 0.512 -0.007 -2.977  -0.17
C: -1.174 -1.246 2.564  -0.02
C: -0.815 -0.725 1.335  -0.24
C: 0.961 -1.352 -1.349  -0.33
C: 1.620 -2.354 -0.524  0.01
C: -0.629 0.020 -2.155  -0.12
C: -0.509 1.634 -4.412  -0.59
C: 0.061 0.416 3.707  -0.13
C: -0.798 -0.662 3.767  -0.02
B: 0.556 0.938 5.120  -0.66
H: -0.958 2.148 5.165  0.12
H: -2.588 0.911 -1.835  0.10
H: 1.857 0.858 6.551  0.13
H: 1.130 -2.330 0.459  0.08
H: 1.077 1.832 2.580  0.12
H: -1.707 -2.184 2.614  0.11
H: 1.538 -3.366 -0.914  0.09
H: 0.268 0.835 0.422  0.12
H: -2.208 -0.863 -0.245  0.13
H: 2.685 -2.090 -0.425  0.10
H: -1.020 -1.133 4.706  0.12
H: -1.330 -2.378 0.043  0.15

Cartesian forces (eV/Å) of the 6 atoms listed first:
Cl -0.05 -0.15 0.03
Cl -0.06 0.08 0.22
O -0.62 0.29 -0.10
O -0.88 -0.74 0.53
O -0.72 1.78 1.32
O 0.42 0.49 1.28

---

4.
C15H12BeF5N5O3S | ωB97M-V/def2-TZVPD

Computed properties:
Charge: -2
Highest occupied orbital energy, eV: -1.2
Frontier orbital gap, eV: 6.25
Lowest unoccupied orbital energy, eV: 5.057

Each line ends with the Löwdin charge.
Cartesian coordinates (Å):
S: -3.272 -0.391 0.645  0.35
F: 2.995 0.430 -1.041  -0.01
F: 1.817 -0.585 -2.610  -0.01
F: 3.007 1.802 -3.196  0.08
F: 1.745 2.825 -1.779  0.12
F: 0.876 1.768 -3.464  0.14
O: 1.235 -0.930 0.661  -0.04
O: -1.036 2.073 -1.487  0.02
O: 0.631 1.020 2.636  0.04
N: -1.961 -0.713 -1.748  -0.01
N: -0.180 1.460 0.521  0.16
N: -0.810 -1.050 -1.031  0.00
N: -4.055 0.125 -1.845  0.00
N: -0.686 2.822 2.402  -0.07
C: -2.993 -0.355 -1.054  -1.01
C: -0.506 -2.289 -1.116  -0.07
C: -0.926 2.294 -0.290  -0.50
C: 2.744 -4.203 0.789  -0.13
C: 2.504 -2.873 1.053  -0.02
C: 0.909 -4.260 -0.737  -0.08
C: 1.731 0.444 -1.658  -0.27
C: 1.953 -4.921 -0.114  -0.15
C: 1.816 1.709 -2.523  -0.59
C: -0.030 1.688 1.855  -0.48
C: 0.646 -2.912 -0.498  -0.14
C: -1.572 3.460 0.320  0.00
C: 1.452 -2.169 0.408  -0.32
C: -1.431 3.666 1.630  -0.10
C: -0.528 3.050 3.818  -0.06
Be: 0.454 0.081 -0.343  0.16
H: -1.894 4.494 2.155  0.11
H: -4.944 -0.087 -1.422  0.02
H: -3.964 -0.178 -2.806  0.06
H: 3.113 -2.312 1.751  0.11
H: -0.620 2.107 4.353  0.08
H: 0.263 -4.793 -1.430  0.10
H: -1.181 -2.933 -1.681  0.12
H: 0.455 3.469 4.056  0.08
H: -1.301 3.742 4.154  0.07
H: -2.170 4.096 -0.312  0.10
H: 3.566 -4.702 1.294  0.08
H: 2.149 -5.968 -0.316  0.07

Cartesian forces (eV/Å) of the 6 atoms listed first:
S 0.02 -0.04 0.08
F -0.04 0.01 -0.01
F 0.01 -0.04 0.02
F 0.03 -0.01 -0.03
F 0.00 0.08 0.08
F -0.14 -0.02 -0.08

---

Here are the calculated DFT total energy numbers, same order: -39677.07174 -39863.89318 -54131.65860 -54172.45300 (eV).